Density functional theory data (the ωB97M-V functional and the def2-TZVPD basis) for 12 unconnected molecules or ions with the total composition C23H57ClN24O13S2.

Values from the calculation:
SMILES: O=S(=O)(Cl)CCCCc1c(S)ccc2nccnc12.NC(N)=O.NC(N)=O.NC(N)=O.NC(N)=O.NC(N)=O.NC(N)=O.NC(N)=O.NC(N)=O.NC(N)=O.NC(N)=O.NC(N)=O
Calculated total energy, hartree: -4459.9222
HOMO-LUMO gap, eV: 8.43

Structure (ORCA input):
```
! RIJCOSX wB97M-V def2-TZVPD def2/J DEFGRID3
* xyz 0 1
O 1.79 0.51 -3.47
S 0.41 0.41 -3.84
O 0.16 -0.29 -5.07
Cl -0.39 2.33 -3.96
C -0.46 -0.38 -2.44
C -0.36 0.57 -1.21
C -0.26 -0.17 0.13
C 1.18 -0.60 0.51
C 1.82 -1.60 -0.45
C 1.30 -2.85 -0.65
S -0.15 -3.48 0.19
C 1.94 -3.76 -1.55
C 3.06 -3.37 -2.19
C 3.65 -2.09 -2.02
N 4.81 -1.82 -2.70
C 5.25 -0.62 -2.43
C 4.60 0.32 -1.57
N 3.49 0.06 -0.93
C 3.01 -1.20 -1.15
H 0.00 -1.36 -2.29
H -1.49 -0.49 -2.81
H 0.43 1.31 -1.38
H -1.30 1.13 -1.20
H -0.99 -0.98 0.14
H -0.58 0.55 0.91
H 1.11 -1.12 1.48
H 1.80 0.28 0.69
H 0.22 -3.47 1.50
H 1.56 -4.77 -1.72
H 3.56 -4.08 -2.86
H 6.19 -0.32 -2.90
H 5.07 1.30 -1.43
N -5.41 0.03 -0.41
C -4.41 0.34 -1.28
N -4.81 0.60 -2.56
O -3.24 0.38 -0.94
H -6.38 -0.01 -0.67
H -5.15 -0.17 0.55
H -4.10 0.83 -3.22
H -5.77 0.57 -2.86
N -3.56 2.60 1.18
C -3.66 1.75 2.24
N -3.40 2.31 3.46
O -3.96 0.57 2.11
H -3.31 3.56 1.26
H -3.74 2.21 0.26
H -3.47 1.71 4.26
H -3.15 3.27 3.58
N -7.18 2.15 6.69
C -6.19 2.46 5.82
N -6.58 2.73 4.55
O -5.01 2.50 6.16
H -8.15 2.11 6.43
H -6.92 1.94 7.63
H -5.86 2.97 3.88
H -7.54 2.71 4.24
N -2.88 -1.44 9.10
C -3.72 -0.44 8.72
N -3.33 0.27 7.63
O -4.76 -0.18 9.33
H -2.03 -1.66 8.62
H -3.14 -1.97 9.91
H -3.94 1.02 7.33
H -2.49 0.09 7.12
N 2.94 4.54 -2.28
C 2.28 5.73 -2.41
N 1.00 5.62 -2.86
O 2.79 6.80 -2.13
H 2.54 3.65 -2.51
H 3.89 4.58 -1.95
H 0.47 6.47 -2.97
H 0.56 4.75 -3.09
N 9.64 -1.67 -5.24
C 8.34 -1.42 -4.93
N 7.42 -1.90 -5.82
O 8.01 -0.80 -3.93
H 9.93 -2.18 -6.06
H 10.34 -1.33 -4.61
H 6.45 -1.73 -5.62
H 7.67 -2.41 -6.65
N -2.08 0.61 13.35
C -2.63 0.55 12.09
N -3.87 -0.01 12.03
O -2.04 0.96 11.11
H -2.54 0.28 14.17
H -1.17 1.02 13.43
H -4.30 -0.08 11.11
H -4.36 -0.36 12.83
N 13.99 -3.56 -6.94
C 12.65 -3.78 -6.80
N 12.30 -4.47 -5.67
O 11.83 -3.39 -7.61
H 14.68 -3.87 -6.29
H 14.29 -3.06 -7.76
H 11.32 -4.65 -5.53
H 12.96 -4.80 -4.99
N -2.88 -3.46 -6.41
C -2.43 -3.88 -5.20
N -1.23 -3.35 -4.81
O -3.06 -4.66 -4.50
H -2.38 -2.82 -7.01
H -3.75 -3.83 -6.73
H -0.88 -3.64 -3.92
H -0.70 -2.70 -5.37
N -3.42 -1.74 -10.96
C -3.64 -1.90 -9.62
N -4.81 -1.39 -9.16
O -2.83 -2.45 -8.89
H -4.07 -1.29 -11.57
H -2.56 -2.10 -11.33
H -5.00 -1.49 -8.17
H -5.49 -0.93 -9.74
N -1.55 3.79 8.32
C -2.25 4.96 8.22
N -3.51 4.83 7.73
O -1.78 6.04 8.54
H -1.92 2.89 8.07
H -0.62 3.85 8.68
H -4.06 5.66 7.64
H -3.92 3.95 7.45
*
```